Arrangement P

Entry from the Open Molecules 2025 dataset: the molecule CH4O2S (the ωB97M-V functional and the def2-TZVPD basis).

Geometry (Å):
C (1.12, -0.11, -0.29)
S (-1.03, 0.03, 0.15)
O (-1.88, 0.03, -1.04)
O (-1.33, -0.88, 1.19)
H (1.15, -0.89, -1.01)
H (1.66, 0.77, -0.43)
H (1.23, -0.41, 0.70)
H (-0.92, 1.45, 0.73)

Its SMILES is C[SH](=O)=O. As for the HOMO energy: -10.287 eV.

---

Arrangement Q

Entry from the Open Molecules 2025 dataset: a 2-piece molecular cluster, CH4O2S overall (the ωB97M-V functional and the def2-TZVPD basis).

Geometry (Å):
O (0.04, -1.54, -1.25)
C (0.64, -2.50, -1.60)
O (0.78, -3.64, -0.88)
H (1.05, -2.65, -2.60)
H (0.23, -3.48, -0.09)
S (-0.74, 3.42, 1.65)
H (-0.46, 4.62, 1.11)
H (0.42, 2.78, 1.34)

Its SMILES is O=CO.S. As for the HOMO energy: -9.678 eV.

---

Arrangement R

Entry from the Open Molecules 2025 dataset: a 2-piece molecular cluster, CH4O2S overall (the ωB97M-V functional and the def2-TZVPD basis).

Geometry (Å):
O (-0.63, -2.29, 0.01)
C (-0.94, -1.39, 0.76)
O (-1.14, -0.19, 0.04)
H (-1.36, -1.62, 1.65)
H (-0.43, -0.47, -0.63)
S (0.91, 1.70, -0.66)
H (1.42, 2.95, -0.42)
H (2.18, 1.31, -0.75)

Its SMILES is O=CO.S. As for the HOMO energy: -9.854 eV.

---

Bottom line: arrangement Q, by a margin of 115.5 kJ/mol.

---

Arrangement P

Entry from the Open Molecules 2025 dataset: a 5-piece molecular cluster, C2H12O5 overall (the ωB97M-V functional and the def2-TZVPD basis).

Geometry (Å):
C (0.58, 2.97, -0.97)
C (0.74, 3.79, 0.07)
O (0.43, 5.18, 0.09)
H (0.98, 1.90, -1.03)
H (-0.37, 3.14, -1.51)
H (1.45, 3.49, 0.82)
H (0.52, 5.58, -0.78)
O (2.41, -4.76, -0.23)
H (2.17, -3.83, -0.22)
H (3.22, -4.88, -0.80)
O (-2.45, 4.89, -0.03)
H (-3.30, 5.26, 0.37)
H (-2.01, 4.42, 0.67)
O (-0.22, -2.78, 0.33)
H (-1.05, -2.38, 0.76)
H (-0.42, -3.49, -0.24)
O (-1.29, -6.31, 0.89)
H (-0.38, -6.71, 0.60)
H (-1.00, -5.48, 1.20)

Its SMILES is C=CO.O.O.O.O. As for the HOMO energy: -9.414 eV.

---

Arrangement Q

Entry from the Open Molecules 2025 dataset: a 5-piece molecular cluster, C2H12O5 overall (the ωB97M-V functional and the def2-TZVPD basis).

Geometry (Å):
C (-1.76, 1.92, -0.09)
C (-1.67, 0.83, 0.66)
O (-1.90, -0.44, 0.14)
H (-1.59, 2.89, 0.35)
H (-1.99, 1.87, -1.15)
H (-1.39, 0.84, 1.70)
H (-2.13, -0.99, 0.87)
O (0.96, -2.34, 0.42)
H (0.43, -2.50, -0.35)
H (1.70, -1.80, 0.07)
O (1.02, 0.95, 2.06)
H (0.87, 0.00, 2.11)
H (1.60, 1.01, 1.27)
O (2.45, -0.10, -0.80)
H (3.05, 0.41, -1.36)
H (1.64, -0.12, -1.37)
O (-0.07, -0.43, -2.02)
H (-0.69, -0.35, -1.26)
H (-0.54, 0.07, -2.70)

Its SMILES is C=CO.O.O.O.O. As for the HOMO energy: -9.544 eV.

---

Bottom line: arrangement Q, by a margin of 167.0 kJ/mol.

---

Arrangement P

Entry from the Open Molecules 2025 dataset: a 4-piece molecular cluster, C4H14O3S overall (the ωB97M-V functional and the def2-TZVPD basis).

Geometry (Å):
C (-1.29, -3.27, 2.59)
O (-2.37, -3.42, 3.50)
C (-1.66, -1.89, 1.87)
C (-0.65, -1.42, 0.75)
C (-0.83, 0.00, 0.07)
S (1.00, 1.56, -1.73)
H (-1.24, -4.14, 1.81)
H (-0.34, -3.03, 3.08)
H (-2.50, -4.31, 3.74)
H (-2.77, -2.05, 1.51)
H (-1.71, -1.22, 2.76)
H (0.42, -1.47, 1.09)
H (-0.63, -2.21, -0.04)
H (-0.56, 0.68, 0.96)
H (-1.87, 0.07, -0.21)
H (-0.16, 0.19, -0.78)
H (2.08, 3.14, -2.64)
H (2.99, 2.95, -3.81)
O (2.81, 3.58, -3.09)
H (3.91, 5.31, -4.07)
H (2.33, 5.18, -3.40)
O (3.03, 5.77, -3.97)

As for the HOMO energy: -10.212 eV.

---

Arrangement Q

Entry from the Open Molecules 2025 dataset: a 3-piece molecular cluster, C4H14O3S overall (the ωB97M-V functional and the def2-TZVPD basis).

Geometry (Å):
O (0.41, -1.36, 2.82)
C (-0.07, -0.20, 2.10)
C (0.88, 0.27, 0.95)
C (0.43, 1.58, 0.28)
C (-0.46, 1.64, -0.88)
S (-2.18, 1.42, -0.27)
H (0.83, -1.96, 2.19)
H (-1.10, -0.48, 1.80)
H (-0.03, 0.56, 2.89)
H (1.00, -0.56, 0.21)
H (1.83, 0.57, 1.47)
H (1.35, 2.12, 0.02)
H (0.23, 2.44, 0.99)
H (-0.44, 2.67, -1.25)
H (-0.29, 1.10, -1.80)
H (-2.84, 0.95, -1.31)
O (-0.64, -2.87, -0.08)
H (-0.12, -2.25, 0.43)
H (-1.35, -2.36, -0.48)
O (0.56, -0.82, -3.16)
H (1.33, -0.70, -3.73)
H (0.68, -1.79, -3.17)

Its SMILES is OCCCCS.O.O. As for the HOMO energy: -8.987 eV.

---

Bottom line: arrangement Q, by a margin of 428.2 kJ/mol.

---

Arrangement P

Entry from the Open Molecules 2025 dataset: the molecule C9H7NO2 (the ωB97M-V functional and the def2-TZVPD basis).

Geometry (Å):
C (3.05, -1.28, -0.01)
C (1.75, -0.61, 0.01)
N (0.67, -1.37, 0.00)
C (-0.55, -0.71, 0.01)
C (-1.72, -1.46, -0.06)
C (-2.94, -0.88, 0.04)
C (-3.03, 0.52, 0.08)
C (-1.92, 1.40, -0.04)
C (-0.79, 0.64, 0.03)
O (0.38, 1.39, -0.18)
C (1.62, 0.88, 0.06)
O (2.60, 1.56, 0.11)
H (3.15, -1.76, 0.95)
H (3.17, -2.02, -0.88)
H (3.82, -0.60, -0.25)
H (-1.46, -2.53, -0.05)
H (-3.94, -1.46, 0.06)
H (-4.11, 0.90, 0.06)
H (-1.93, 2.45, -0.11)

Its SMILES is Cc1nc2ccccc2oc1=O. As for the HOMO energy: -9.042 eV.

---

Arrangement Q

Entry from the Open Molecules 2025 dataset: the molecule C9H7NO2 (the ωB97M-V functional and the def2-TZVPD basis).

Geometry (Å):
O (-1.28, 1.06, -2.38)
C (-1.32, 0.75, -1.06)
N (-1.98, 1.63, -0.13)
C (-1.65, 1.51, 1.24)
C (-0.58, 0.80, 1.65)
C (0.19, -0.01, 0.72)
C (1.29, -0.86, 1.00)
O (1.91, -0.83, 2.25)
C (1.95, -1.64, 0.00)
C (1.39, -1.55, -1.30)
C (0.23, -0.89, -1.50)
C (-0.29, -0.03, -0.71)
H (-2.61, 2.21, -0.65)
H (-2.25, 2.22, 1.72)
H (-0.11, 0.87, 2.67)
H (2.32, -1.95, 2.15)
H (2.85, -2.00, 0.33)
H (1.85, -1.99, -2.21)
H (-0.38, -1.17, -2.31)

Its SMILES is O=c1[nH]ccc2c(O)cccc12. As for the HOMO energy: -8.029 eV.

---

Bottom line: arrangement P, by a margin of 245.3 kJ/mol.

---

Arrangement P

Entry from the Open Molecules 2025 dataset: C2H12N4 as an isolated structure (the ωB97M-V functional and the def2-TZVPD basis).

Geometry (Å):
C (-0.51, -1.61, 1.66)
C (1.66, 1.03, -0.07)
N (-0.68, -0.38, 0.91)
N (1.07, 0.77, 1.10)
H (-1.24, 0.27, 1.44)
H (1.46, -0.07, 1.54)
H (-1.45, -2.15, 1.83)
H (-0.06, -1.43, 2.65)
H (0.16, -2.28, 1.12)
H (0.63, 0.45, -1.19)
H (2.51, 0.43, -0.42)
H (1.71, 2.09, -0.33)
N (-0.36, -0.02, -1.62)
N (-1.16, 1.04, -2.18)
H (-0.75, 1.92, -1.88)
H (-0.20, -0.72, -2.33)
H (-0.70, -0.34, -0.46)
H (-2.08, 0.99, -1.75)

As for the HOMO energy (spin up / spin down): -7.053 / -7.052 eV.

---

Arrangement Q

Entry from the Open Molecules 2025 dataset: a 2-piece molecular cluster, C2H12N4 overall (the ωB97M-V functional and the def2-TZVPD basis).

Geometry (Å):
N (1.66, 0.91, -0.24)
C (2.63, -0.12, -0.70)
N (2.32, -1.47, -0.34)
H (2.20, 1.45, 0.42)
H (0.89, 0.39, 0.16)
H (2.75, -0.06, -1.75)
H (3.62, 0.11, -0.34)
H (1.61, -1.93, -0.87)
H (2.45, -1.75, 0.61)
N (-2.97, 0.21, -0.61)
C (-1.74, 0.28, 0.11)
N (-1.86, 0.29, 1.58)
H (-2.92, 0.54, -1.55)
H (-3.84, 0.18, -0.13)
H (-1.11, -0.59, -0.14)
H (-1.13, 1.16, -0.09)
H (-0.94, 0.34, 2.00)
H (-2.27, -0.56, 1.90)

Its SMILES is NCN.NCN. As for the HOMO energy: -8.561 eV.

---

Bottom line: arrangement Q, by a margin of 389.4 kJ/mol.

---

Arrangement P

Entry from the Open Molecules 2025 dataset: a 2-piece molecular cluster, CH2N2OS overall (the ωB97M-V functional and the def2-TZVPD basis).

Geometry (Å):
C (0.85, -0.93, 0.04)
N (1.60, -1.77, -0.02)
N (-0.66, 0.79, -1.26)
O (0.71, 1.52, 0.69)
S (-0.19, 0.55, 0.13)
H (-1.25, 0.19, -1.96)
H (-1.08, -0.34, 2.37)

As for the HOMO energy (spin up / spin down): -10.485 / -11.430 eV.

---

Arrangement Q

Entry from the Open Molecules 2025 dataset: CH2N2OS as an isolated structure (the ωB97M-V functional and the def2-TZVPD basis).

Geometry (Å):
C (-0.62, -1.60, -0.67)
N (-0.49, -1.99, -1.75)
N (0.36, 1.24, 0.14)
O (0.20, -0.51, 2.00)
S (-0.60, 0.05, 0.97)
H (1.39, 1.25, 0.07)
H (-0.23, 1.56, -0.75)

As for the HOMO energy (spin up / spin down): -10.766 / -10.767 eV.

---

Bottom line: arrangement Q, by a margin of 355.9 kJ/mol.